# 1
Entry from the Open Molecules 2025 dataset: a structure of composition C16H24F2O10V2 in a non-equilibrium geometry (ωB97M-V/def2-TZVPD).

Results
Multiplicity: 3
Frontier orbital gap (spin up / spin down), eV: 3.97 / 4.57
Net charge: +2

XYZ file:
```
54
Properties=species:S:1:pos:R:3:lowdin_charge:R:1
O 3.43495 2.17277 0.82316 -0.163
V 3.20417 0.69654 0.27518 1.230
O 2.54273 0.57358 4.06812 -0.117
V 2.30165 -0.74406 3.19654 1.430
F 4.00341 -0.44833 1.92424 -0.437
F 1.53657 0.33877 1.56587 -0.414
O -2.24441 0.94426 -1.37430 0.113
C -2.54180 0.13715 -0.53450 -0.489
O -3.80882 -0.18061 -0.27488 0.068
C -3.90109 -1.06704 0.86976 -0.094
C -2.45870 -1.47667 1.23831 -0.138
C -1.57233 -0.66955 0.28660 -0.082
H -4.54552 -1.89071 0.59358 0.131
H -4.25986 -0.45140 1.69298 0.123
H -2.35569 -2.55986 1.12960 0.109
H -2.22782 -1.29274 2.28665 0.101
H -0.94332 -1.23704 -0.39944 0.107
H -0.94025 0.02983 0.83428 0.087
O -4.41394 2.09885 3.50199 0.151
C -3.24495 2.33828 3.46467 -0.479
O -2.43341 1.66234 2.62231 0.008
C -1.06291 1.98235 2.87453 -0.172
C -1.07262 3.32862 3.61432 -0.130
C -2.46312 3.35394 4.27176 -0.050
H -0.51587 1.99854 1.93537 0.108
H -0.65982 1.20571 3.54171 0.109
H -0.95221 4.16955 2.93490 0.121
H -0.30743 3.39051 4.38711 0.114
H -2.93978 4.32321 4.16712 0.136
H -2.43293 3.01378 5.30475 0.134
O 1.63448 1.65007 -1.07371 0.019
C 1.19852 1.55022 -2.21319 -0.411
O 1.22378 2.60538 -3.00228 0.094
C 0.57227 2.31649 -4.25895 -0.101
C -0.39280 1.20269 -3.91583 -0.116
C 0.46433 0.41635 -2.90364 -0.062
H 1.35506 2.07484 -4.97812 0.140
H 0.04744 3.21892 -4.56739 0.143
H -0.71354 0.64816 -4.79612 0.134
H -1.29650 1.52994 -3.40538 0.110
H 1.17532 -0.22822 -3.42681 0.125
H -0.16146 -0.20038 -2.26716 0.097
O 2.49812 -1.12779 -0.61074 -0.028
C 2.65429 -2.26245 -1.06017 -0.416
O 3.49522 -3.08627 -0.47773 0.078
C 3.61871 -4.31260 -1.26166 -0.083
C 2.29320 -4.35251 -2.00361 -0.138
C 2.02871 -2.88887 -2.29295 -0.042
H 3.70293 -5.18392 -0.61925 0.140
H 4.49334 -4.22493 -1.90226 0.144
H 1.54700 -4.90694 -1.43151 0.133
H 2.34585 -5.00449 -2.88170 0.140
H 0.95731 -2.69747 -2.30614 0.133
H 2.53351 -2.47680 -3.16601 0.150
```

=====

# 2
Entry from the Open Molecules 2025 dataset: a structure of composition C16H24F2O8Tl in a non-equilibrium geometry (ωB97M-V/def2-TZVPD).

Results
Frontier orbital gap, eV: 4.19
Net charge: +1

XYZ file:
```
51
Properties=species:S:1:pos:R:3:lowdin_charge:R:1
Tl -5.82143 -16.82549 -13.40100 1.537
F -6.31798 -19.35773 -12.38844 -0.390
F -6.08934 -14.60782 -12.02872 -0.400
O -3.38142 -18.29479 -13.00101 0.023
C -2.78031 -19.32822 -12.81004 -0.476
O -1.46957 -19.32526 -12.62852 0.042
C -1.00138 -20.61801 -12.15932 -0.103
C -2.26869 -21.42317 -11.79593 -0.125
C -3.35368 -20.71139 -12.59546 -0.059
H -0.27827 -20.47405 -11.36005 0.128
H -0.41012 -20.99909 -12.99356 0.127
H -2.50404 -21.43588 -10.73218 0.120
H -2.14141 -22.47285 -12.05363 0.118
H -4.32988 -20.56313 -12.14039 0.107
H -3.42624 -21.21822 -13.56023 0.141
O -8.06499 -16.98432 -11.62352 0.036
C -8.68222 -16.46124 -10.72288 -0.456
O -9.83871 -16.96995 -10.32390 0.082
C -10.43167 -16.06414 -9.36238 -0.112
C -9.22414 -15.33724 -8.72390 -0.136
C -8.27881 -15.26991 -9.90260 -0.085
H -10.93579 -16.53013 -8.52110 0.129
H -11.07982 -15.35108 -9.86703 0.132
H -8.82515 -15.91780 -7.89509 0.122
H -9.49324 -14.34168 -8.37568 0.123
H -7.23621 -15.34925 -9.59627 0.131
H -8.32114 -14.37106 -10.52033 0.136
O -3.70266 -16.50306 -15.33470 0.031
C -2.64812 -16.62150 -15.90587 -0.460
O -2.00493 -15.55902 -16.38803 0.038
C -0.76601 -15.89886 -17.03705 -0.110
C -0.77209 -17.42716 -17.13511 -0.133
C -1.79762 -17.86832 -16.09549 -0.058
H 0.07389 -15.53888 -16.44682 0.132
H -0.77975 -15.43818 -18.02103 0.130
H 0.17193 -17.90892 -16.88425 0.118
H -1.05108 -17.81810 -18.11262 0.120
H -1.37719 -17.96790 -15.09017 0.127
H -2.45167 -18.69684 -16.34982 0.135
O -5.47842 -14.40778 -15.01200 0.015
C -5.38555 -13.39037 -15.65383 -0.462
O -6.43422 -12.59776 -15.84894 0.055
C -5.97014 -11.29622 -16.29882 -0.118
C -4.61135 -11.57294 -16.92689 -0.152
C -4.09396 -12.82432 -16.24538 -0.051
H -5.83713 -10.72468 -15.37790 0.130
H -6.69347 -10.77245 -16.91451 0.130
H -4.02107 -10.69647 -16.65125 0.118
H -4.66126 -11.59327 -18.01389 0.120
H -3.33587 -12.62555 -15.48866 0.137
H -3.62640 -13.57777 -16.87575 0.114
```

=====

# 3
Entry from the Open Molecules 2025 dataset: a cluster of 2 separate species, C16H24F5NO2P in total in a non-equilibrium geometry (ωB97M-V/def2-TZVPD).

Results
Frontier orbital gap, eV: 8.87
Net charge: +1

XYZ file:
```
49
Properties=species:S:1:pos:R:3:lowdin_charge:R:1
C -2.42618 -0.58277 1.20599 -0.061
C -2.44691 -0.63853 -0.30767 -0.173
O -1.50831 -1.59762 -0.89025 -0.003
C -0.26715 -1.52877 -0.37998 -0.498
O 0.38457 -0.50997 -0.37987 0.097
C 0.23645 -2.84752 0.13163 -0.083
C 1.75298 -2.94040 0.17213 -0.213
C 2.41138 -1.84470 1.05217 -0.307
P 3.91251 -1.19716 0.28220 1.113
C 3.99460 0.59602 0.09301 -0.291
C 4.87889 0.97053 -1.14381 -0.200
C 4.13084 1.81409 -2.17563 -0.074
C 3.18527 1.00060 -3.01628 -0.439
F 2.31698 0.33228 -2.21182 0.098
F 2.47285 1.80212 -3.82693 0.147
C 3.89984 -0.08023 -3.91951 -0.472
F 3.36758 -0.08851 -5.16592 0.168
F 3.74348 -1.31769 -3.38432 0.127
F 5.22674 0.17489 -4.02251 0.149
H -3.42437 -0.31587 1.53264 0.045
H -1.70733 0.15209 1.54799 0.076
H -2.19548 -1.54966 1.64205 0.080
H -2.22755 0.32831 -0.74133 0.120
H -3.41811 -0.97149 -0.64068 0.122
H -0.22343 -3.09262 1.08263 0.135
H -0.12795 -3.60567 -0.55648 0.137
H 2.15111 -2.95948 -0.83600 0.099
H 2.00936 -3.90336 0.60021 0.117
H 1.73526 -1.04484 1.31228 0.087
H 2.73504 -2.30685 1.98080 0.093
H 4.04427 -1.74571 -0.99189 0.036
H 5.01402 -1.66802 0.99948 0.045
H 4.49110 0.99663 0.96846 0.096
H 2.99626 0.99683 -0.00506 0.092
H 5.23674 0.07025 -1.63532 0.083
H 5.76398 1.48315 -0.79676 0.121
H 4.84032 2.32604 -2.81206 0.139
H 3.55856 2.57787 -1.65803 0.143
N -5.43390 0.96270 1.82420 0.041
C -6.74291 0.94738 1.57765 -0.147
C -7.63127 1.87962 2.08957 -0.065
C -7.13532 2.88278 2.90539 -0.072
C -5.77675 2.91320 3.17346 -0.068
C -4.97414 1.93495 2.60944 -0.158
H -7.09119 0.14507 0.93719 0.105
H -8.68427 1.81882 1.85382 0.105
H -7.79670 3.62891 3.32556 0.109
H -5.34745 3.67780 3.80555 0.103
H -3.90432 1.92449 2.79261 0.099
```

=====

# 4
Entry from the Open Molecules 2025 dataset: a cluster of 9 separate species, C16H24F6N8P in total in a non-equilibrium geometry (ωB97M-V/def2-TZVPD).

Results
Energy above the lowest of the compared OMol25 structures with the same formula, charge and spin, kJ/mol: 0.0
Frontier orbital gap, eV: 10.54
Net charge: -1

XYZ file:
```
55
Properties=species:S:1:pos:R:3:lowdin_charge:R:1
P 0.08521 -0.54652 -0.25439 0.138
F 1.62231 -0.98276 -0.25045 -0.148
F 0.22046 0.07378 -1.74785 -0.165
F -0.33636 -1.94933 -0.94140 -0.155
F -1.48064 -0.11885 -0.20642 -0.177
F -0.08341 -1.19358 1.19918 -0.144
F 0.49253 0.87235 0.41319 -0.171
C 2.78347 -2.52478 -2.67820 -0.069
C 3.00188 -3.20408 -1.38879 -0.293
N 3.13854 -3.76576 -0.39518 0.131
H 3.60724 -1.83360 -2.84171 0.071
H 1.83498 -1.99996 -2.67648 0.058
H 2.81457 -3.32274 -3.42273 0.075
C -2.37773 2.56415 -2.09315 -0.073
C -1.98807 2.56396 -3.51188 -0.283
N -1.66029 2.58207 -4.61775 0.109
H -1.58037 2.08577 -1.53596 0.053
H -3.34139 2.08157 -1.95419 0.063
H -2.56750 3.61665 -1.86700 0.079
C -4.06619 -1.96320 0.80439 -0.092
C -4.69838 -1.50964 2.01721 -0.301
N -5.17856 -1.18207 3.01176 0.120
H -3.13872 -1.43378 0.58166 0.052
H -4.69000 -1.83225 -0.07834 0.088
H -3.78424 -3.01325 0.82041 0.060
C -2.32057 1.77085 2.05746 -0.051
C -3.45386 1.43863 1.18972 -0.288
N -4.26910 1.14142 0.45274 0.155
H -1.91807 2.69873 1.64881 0.076
H -1.59079 0.97426 1.90567 0.057
H -2.58935 1.85023 3.10373 0.083
C 3.07286 2.32587 -2.98368 -0.067
C 2.10604 2.47317 -4.07462 -0.277
N 1.34616 2.61893 -4.92771 0.128
H 2.66074 1.61925 -2.26844 0.065
H 3.24921 3.29123 -2.51818 0.073
H 4.00459 1.93869 -3.39152 0.078
C 1.69380 3.39008 0.87351 -0.068
C 1.26793 2.98062 2.20833 -0.295
N 0.96255 2.66791 3.26780 0.150
H 2.06730 2.52720 0.33037 0.057
H 2.48278 4.13498 0.95305 0.081
H 0.83350 3.80573 0.35275 0.085
C -1.50762 -4.15379 1.63364 -0.087
C -0.10653 -4.53243 1.58373 -0.284
N 0.99444 -4.85457 1.55388 0.133
H -1.93209 -4.26678 2.63330 0.086
H -2.05845 -4.86598 1.01469 0.082
H -1.65428 -3.12773 1.32703 0.035
C 3.05501 0.16759 2.66537 -0.079
C 2.97570 -1.28056 2.54337 -0.290
N 2.86008 -2.40179 2.40651 0.149
H 2.27765 0.54076 3.32789 0.054
H 2.83980 0.59174 1.68512 0.054
H 4.02122 0.47161 3.05979 0.076
```

=====

Total energy in eV, matching the order above: -94251.5254, -43478.2109, -45436.3790, -54502.4966